[1]
An isolated molecule of C8H7NOS2 in a non-equilibrium geometry. Source: OMol25; level of theory: ωB97M-V with the def2-TZVPD basis set.

Summary:
Calculated total energy, Eh: -1235.26159
Largest force on an atom, hartree/bohr: 0.072
HOMO-LUMO gap (alpha / beta), eV: 5.8408 / 6.4601
2S+1: 3

Each line ends with the Mulliken charge.
Positions of all 19 atoms, in Å:
C 2.36 0.40 0.70  -0.615
C 2.60 -0.92 0.17  -0.469
C 1.08 0.99 0.59  -0.461
C 1.53 -1.60 -0.27  -0.236
C 0.09 0.31 -0.02  0.336
C 0.22 -1.08 -0.38  0.159
C -1.59 1.89 -0.91  0.103
C -2.24 -0.45 -0.16  -0.330
N -1.21 0.80 -0.19  0.050
O -2.76 2.21 -1.07  -0.562
S -1.25 -1.79 -1.02  -0.062
S -2.67 -0.67 1.53  -0.124
H 3.27 0.94 0.98  0.316
H 3.58 -1.45 0.01  0.343
H 0.78 2.02 0.84  0.373
H 1.63 -2.71 -0.45  0.241
H -0.80 2.54 -1.38  0.350
H -3.09 -0.16 -0.77  0.452
H -1.55 -1.27 1.79  0.136


[2]
A cluster of 2 separate species, C8H8BBrF2N2O4 in total in a non-equilibrium geometry. Source: OMol25; level of theory: ωB97M-V with the def2-TZVPD basis set.

Summary:
Calculated total energy, Eh: -3518.76532
Largest force on an atom, hartree/bohr: 0.099
HOMO-LUMO gap, eV: 6.7798
2S+1: 1

Each line ends with the Mulliken charge.
Positions of all 26 atoms, in Å:
C 2.48 0.06 2.16  -0.607
C 2.28 1.43 1.95  -0.356
C 0.89 2.17 2.19  -0.429
C -0.24 1.10 1.91  0.280
N -0.24 0.45 0.70  0.260
C -1.33 -0.46 0.80  -0.070
C -1.97 -0.29 2.08  -0.607
N -1.24 0.74 2.78  -0.104
Br -1.59 1.41 4.47  0.139
H 2.31 -0.43 3.15  0.279
H 2.84 -0.56 1.29  0.264
H 3.16 2.02 1.58  0.348
H 0.84 2.39 3.30  0.281
H 0.77 3.10 1.57  0.308
H 0.41 0.59 -0.09  0.254
H -1.63 -1.16 -0.03  0.430
H -2.85 -0.87 2.44  0.362
B -0.20 -0.36 -2.96  0.735
O -1.13 -1.42 -2.52  -0.457
C -1.25 -2.29 -3.53  0.566
O -1.93 -3.28 -3.51  -0.602
C -0.40 -1.84 -4.67  0.548
O -0.28 -2.39 -5.72  -0.574
O 0.22 -0.70 -4.33  -0.460
F 0.95 -0.33 -2.08  -0.427
F -0.86 0.90 -2.94  -0.360


[3]
An isolated molecule of C8H8BrNOS in a non-equilibrium geometry. Source: OMol25; level of theory: ωB97M-V with the def2-TZVPD basis set.

Summary:
Calculated total energy, Eh: -3411.76834
Largest force on an atom, hartree/bohr: 0.078
HOMO-LUMO gap, eV: 9.4389
SMILES: CC1=NCCc2csc(Br)c2O1
2S+1: 1

Each line ends with the Mulliken charge.
Positions of all 20 atoms, in Å:
C 3.03 -0.11 0.19  -1.110
C 1.53 0.04 0.41  0.781
N 1.18 0.14 1.63  -0.466
C -0.30 0.06 1.97  -0.550
C -1.37 0.69 1.02  -0.641
C -1.46 0.10 -0.34  0.564
C -2.63 -0.34 -0.92  -0.751
S -2.39 -0.59 -2.60  -0.185
C -0.71 -0.44 -2.50  0.256
Br 0.50 -0.67 -3.90  -0.113
C -0.38 -0.08 -1.24  0.212
O 0.92 0.07 -0.80  -0.346
H 3.22 -0.25 -0.88  0.310
H 3.50 -1.16 0.59  0.248
H 3.61 0.67 0.59  0.264
H -0.30 0.60 3.03  0.304
H -0.68 -0.94 2.15  0.277
H -1.26 1.78 0.72  0.265
H -2.33 0.54 1.56  0.332
H -3.69 -0.14 -0.68  0.349


[4]
An isolated molecule of C8H8ClN3 in a non-equilibrium geometry. Source: OMol25; level of theory: ωB97M-V with the def2-TZVPD basis set.

Summary:
Calculated total energy, Eh: -934.01512
Largest force on an atom, hartree/bohr: 0.113
HOMO-LUMO gap, eV: 8.9188
SMILES: Cl[C@@]1(n2cccn2)CC=CC=N1
2S+1: 1

Each line ends with the Mulliken charge.
Positions of all 20 atoms, in Å:
Cl 0.68 2.63 0.01  -0.201
C 0.16 0.91 0.29  0.691
N 0.37 0.19 -1.14  0.827
C -0.42 0.40 -2.28  -0.286
C 0.12 -0.52 -3.19  -0.606
C 1.22 -1.08 -2.52  -0.430
N 1.32 -0.64 -1.24  -0.937
C 0.99 0.25 1.43  -0.806
C 0.08 -0.41 2.45  -0.187
C -1.24 -0.42 2.48  -0.484
C -1.84 0.36 1.47  -0.042
N -1.27 0.98 0.50  -0.637
H -1.34 0.94 -2.26  0.436
H -0.09 -0.63 -4.20  0.417
H 1.77 -1.83 -2.95  0.451
H 1.69 0.85 2.05  0.349
H 1.82 -0.45 1.08  0.375
H 0.66 -0.90 3.20  0.378
H -1.75 -1.04 3.21  0.353
H -2.93 0.42 1.61  0.335


[5]
A structure of composition C8H8EuN2O4 in a non-equilibrium geometry. Source: OMol25; level of theory: ωB97M-V with the def2-TZVPD basis set.

Summary:
Calculated total energy, Eh: -1429.80985
Largest force on an atom, hartree/bohr: 0.121
HOMO-LUMO gap (alpha / beta), eV: 7.9627 / 8.1483
Charge: +2
2S+1: 8

Each line ends with the Mulliken charge.
Positions of all 23 atoms, in Å:
Eu -0.22 0.13 -1.53  1.447
O -0.05 3.65 -2.11  -0.060
C -0.06 2.50 -2.12  0.140
C -0.06 -2.67 -2.14  0.181
O -0.04 -3.82 -2.04  -0.087
C 2.59 -0.18 -2.11  0.141
O 3.72 -0.24 -2.06  -0.054
C -2.72 -0.19 -2.08  0.102
O -3.87 -0.25 -2.10  -0.036
H -0.04 0.14 -6.04  -0.002
H -0.04 -0.60 -6.01  0.008
C 0.01 1.35 3.71  -0.758
N 0.02 0.32 2.67  0.103
C 0.10 -1.07 2.82  -0.442
C 0.15 -1.56 1.54  -0.399
N 0.20 -0.50 0.65  -0.203
C 0.04 0.63 1.36  -0.020
H -0.90 1.18 4.32  0.344
H 0.96 1.23 4.28  0.348
H -0.02 2.32 3.17  0.246
H 0.15 -1.55 3.79  0.438
H 0.12 -2.52 1.07  0.444
H -0.04 1.71 0.96  0.118


[6]
A structure of composition C8H8F3N2O2Se3TeZn. Source: OMol25; level of theory: ωB97M-V with the def2-TZVPD basis set.

Summary:
Calculated total energy, Eh: -10121.14278
Largest force on an atom, hartree/bohr: 0.003
HOMO-LUMO gap, eV: 6.4187
Charge: -1
2S+1: 1

Each line ends with the Mulliken charge.
Positions of all 28 atoms, in Å:
Zn 1.45 -1.52 -0.41  0.731
N 1.50 -2.59 1.58  -0.539
C 0.13 -2.94 1.97  -0.421
C -0.76 -3.15 0.74  0.583
O -1.87 -3.63 0.93  -0.748
O -0.27 -2.74 -0.37  -0.595
H 2.06 -3.41 1.41  0.222
H 1.98 -2.03 2.27  0.276
H -0.30 -2.10 2.53  0.230
H 0.06 -3.82 2.60  0.340
Se 1.68 -1.59 -2.85  -0.392
Se 2.51 0.59 -2.96  -0.311
Te 4.62 0.42 -1.59  -0.018
Se 3.63 -0.49 0.52  -0.638
F -3.25 3.51 -1.61  -0.267
C -2.34 3.65 -0.64  0.822
F -1.66 4.78 -0.89  -0.271
F -3.02 3.85 0.50  -0.253
C -1.44 2.45 -0.53  0.478
C -0.13 2.59 -0.09  -0.835
C 0.64 1.45 0.05  -0.070
N 0.16 0.23 -0.20  0.151
C -1.09 0.10 -0.64  -0.241
C -1.93 1.19 -0.81  -0.983
H 0.29 3.57 0.12  0.433
H 1.68 1.49 0.37  0.323
H -1.40 -0.92 -0.85  0.570
H -2.94 1.04 -1.17  0.421


[7]
A structure of composition C8H8F3NO in a non-equilibrium geometry. Source: OMol25; level of theory: ωB97M-V with the def2-TZVPD basis set.

Summary:
Calculated total energy, Eh: -739.11410
Largest force on an atom, hartree/bohr: 0.145
HOMO-LUMO gap, eV: 9.4010
2S+1: 1

Each line ends with the Mulliken charge.
Positions of all 21 atoms, in Å:
C -2.70 0.11 0.43  -0.842
C -1.18 0.16 0.28  0.809
C -0.72 1.39 -0.10  -0.753
C 0.69 1.53 -0.19  -0.311
C 1.49 0.39 -0.07  0.479
C 3.75 -0.17 -0.04  0.895
C 0.96 -0.85 -0.07  -0.168
C -0.44 -1.08 0.21  -0.739
H -4.16 -1.31 -0.04  0.278
H -3.43 -0.20 -1.48  0.276
H -2.90 -0.32 1.46  0.335
H -3.34 1.09 0.49  0.311
H -1.32 2.37 -0.15  0.194
H 1.08 2.51 -0.30  0.479
H 1.70 -1.68 -0.26  0.292
H -0.87 -2.15 0.26  0.305
N -3.20 -1.06 -0.53  -0.646
O 2.78 0.77 -0.25  -0.463
F 3.27 -0.63 1.22  -0.292
F 4.93 0.21 -0.01  -0.218
F 3.61 -1.07 -0.87  -0.223


[8]
A structure of composition C8H8InO5 in a non-equilibrium geometry. Source: OMol25; level of theory: ωB97M-V with the def2-TZVPD basis set.

Summary:
Calculated total energy, Eh: -875.58553
Largest force on an atom, hartree/bohr: 0.020
HOMO-LUMO gap, eV: 5.2100
Charge: +1
2S+1: 1

Each line ends with the Mulliken charge.
Positions of all 22 atoms, in Å:
In 17.54 5.34 -20.10  0.860
C 16.80 0.47 -18.98  -0.368
C 16.83 1.81 -19.52  0.596
C 16.20 2.04 -20.86  0.531
O 16.13 3.19 -21.28  -0.585
C 15.85 0.88 -21.64  -0.257
C 15.94 -0.48 -21.15  0.327
C 16.37 -0.69 -19.72  0.293
O 16.36 -1.78 -19.23  -0.420
O 15.60 -1.39 -21.85  -0.424
O 17.31 2.76 -18.93  -0.580
H 17.25 0.33 -18.00  0.477
H 15.42 1.04 -22.62  0.483
C 18.33 8.77 -23.39  -1.018
C 18.40 7.25 -23.42  -0.181
O 17.42 6.64 -22.56  -0.471
H 17.61 9.12 -24.14  0.299
H 19.30 9.21 -23.60  0.331
H 17.92 9.10 -22.44  0.294
H 19.39 6.88 -23.13  0.271
H 18.26 6.86 -24.44  0.268
H 16.61 6.52 -23.06  0.273


[9]
A structure of composition C8H8IrN3O3S4. Source: OMol25; level of theory: ωB97M-V with the def2-TZVPD basis set.

Summary:
Calculated total energy, Eh: -2396.42135
Largest force on an atom, hartree/bohr: 0.007
HOMO-LUMO gap (alpha / beta), eV: 6.0505 / 6.2972
Charge: +1
2S+1: 2

Each line ends with the Mulliken charge.
Positions of all 27 atoms, in Å:
Ir 0.74 -0.24 0.34  0.736
C 5.02 2.63 1.23  -0.927
S 3.70 3.45 0.31  0.082
C 2.41 2.31 0.34  0.553
S 2.68 0.65 0.95  -0.267
N 1.26 2.73 -0.07  -1.064
N 0.32 1.74 -0.08  0.324
C -0.89 2.03 -0.39  -0.289
C -1.85 0.93 -0.37  0.628
C -3.18 1.10 -0.66  -0.710
C -4.03 -0.01 -0.62  -0.260
C -3.50 -1.24 -0.28  -0.756
C -2.14 -1.34 0.01  0.249
N -1.33 -0.29 -0.04  -0.277
H 5.85 3.34 1.20  0.333
H 5.34 1.71 0.76  0.350
H 4.73 2.47 2.26  0.362
H -1.17 3.04 -0.64  0.454
H -3.55 2.08 -0.92  0.393
H -5.08 0.10 -0.85  0.449
H -4.11 -2.13 -0.24  0.403
H -1.70 -2.29 0.26  0.383
O 0.76 -5.27 -1.73  -0.334
S -0.15 -5.12 -0.65  0.975
O -1.41 -4.49 -0.87  -0.340
O 0.18 -5.59 0.64  -0.336
S 1.09 -2.30 0.12  -0.114


[10]
A structure of composition C8H8KO4SeTe in a non-equilibrium geometry. Source: OMol25; level of theory: ωB97M-V with the def2-TZVPD basis set.

Summary:
Calculated total energy, Eh: -3879.95950
Largest force on an atom, hartree/bohr: 0.052
HOMO-LUMO gap, eV: 6.0917
Charge: -1
2S+1: 1

Each line ends with the Mulliken charge.
Positions of all 23 atoms, in Å:
K 1.77 3.13 -1.81  0.825
O 2.48 7.29 -1.51  -0.757
Se 2.38 5.73 -1.14  1.359
O 0.84 5.14 -1.34  -0.897
O 3.28 4.79 -2.17  -0.885
O 2.85 5.37 0.38  -0.728
C -0.67 -2.00 -1.72  -1.101
Te 0.41 -0.14 -1.98  0.268
C 0.28 0.02 0.16  -1.109
C -0.46 -1.20 0.66  0.565
C -0.69 -1.37 2.02  -0.676
C -1.37 -2.48 2.49  -0.482
C -1.82 -3.45 1.59  -0.501
C -1.59 -3.28 0.24  -0.629
C -0.91 -2.16 -0.24  0.473
H -0.07 -2.83 -2.11  0.387
H -1.61 -1.97 -2.27  0.393
H -0.25 0.93 0.43  0.469
H 1.28 0.07 0.59  0.424
H -0.34 -0.62 2.71  0.439
H -1.54 -2.60 3.55  0.383
H -2.35 -4.32 1.95  0.374
H -1.93 -4.03 -0.47  0.405


[11]
The ion C8H8N with charge +1 in a non-equilibrium geometry. Source: OMol25; level of theory: ωB97M-V with the def2-TZVPD basis set.

Summary:
Calculated total energy, Eh: -363.90380
Largest force on an atom, hartree/bohr: 0.105
HOMO-LUMO gap, eV: 8.4375
SMILES: C#CC#[N+]C=C=CCC
Charge: +1
2S+1: 1

Each line ends with the Mulliken charge.
Positions of all 17 atoms, in Å:
C 1.54 2.54 0.54  -0.069
C 2.34 1.75 0.06  -0.199
C 2.64 0.51 -0.26  0.553
N 2.66 -0.67 -0.37  -0.059
C 1.81 -1.71 -0.22  -0.325
C 0.64 -1.40 0.30  -0.026
C -0.57 -1.12 0.66  -0.284
C -1.76 -0.77 -0.18  -0.343
C -1.72 0.74 -0.39  -1.093
H 0.73 3.19 0.76  0.413
H 2.10 -2.68 -0.48  0.455
H -0.68 -1.37 1.70  0.377
H -1.79 -1.15 -1.20  0.308
H -2.77 -1.08 0.19  0.345
H -2.73 1.15 -0.66  0.329
H -1.00 0.96 -1.05  0.385
H -1.44 1.12 0.60  0.233


[12]
A structure of composition C8H8N2 in a non-equilibrium geometry. Source: OMol25; level of theory: ωB97M-V with the def2-TZVPD basis set.

Summary:
Calculated total energy, Eh: -418.92212
Largest force on an atom, hartree/bohr: 0.182
HOMO-LUMO gap, eV: 8.1984
2S+1: 1

Each line ends with the Mulliken charge.
Positions of all 18 atoms, in Å:
C 2.75 -0.35 0.05  -0.908
C 1.10 1.22 -0.03  -0.002
C -0.13 1.84 -0.05  -0.677
C -1.21 0.84 -0.24  0.158
C -3.15 -0.12 0.00  -0.099
C -2.32 -1.13 -0.01  -0.867
C -0.99 -0.71 -0.10  0.787
C 0.42 -1.04 -0.13  -0.171
H 3.16 0.53 0.89  0.376
H 2.71 -1.63 0.70  0.239
H 3.13 -0.51 -1.14  0.318
H 2.20 1.74 -0.04  0.241
H -0.56 2.86 0.38  0.306
H -4.31 0.04 0.22  0.324
H -2.40 -2.34 0.30  0.160
H 0.74 -2.14 -0.38  0.301
N 1.33 -0.13 -0.28  0.220
N -2.48 1.02 -0.16  -0.708